Record 1
8 unconnected molecules or ions with the total composition C55H68BBr2N2O4P in a non-equilibrium geometry, computed with the ωB97M-V functional and the def2-TZVPD basis.

Results
Electronic energy ... -8061.2309 Ha
HOMO-LUMO gap ... 8.90 eV
Highest occupied orbital energy ... -8.832 eV
LUMO level ... 0.0026 hartree

```
! RIJCOSX wB97M-V def2-TZVPD def2/J DEFGRID3
* xyz 0 1
C 5.436 0.751 2.108
C 4.137 1.550 2.272
O 3.237 1.184 1.230
C 3.018 2.205 0.294
C 1.915 1.846 -0.722
P 2.095 3.142 -2.062
N 1.617 2.696 -3.496
C 2.499 0.558 -1.373
O 3.255 0.458 -2.227
O 1.947 -0.462 -0.680
C 0.612 -0.077 -0.316
C -0.014 -1.079 0.673
Br -1.249 -2.235 -0.395
C 0.970 -2.074 1.305
C 2.143 -1.487 2.054
Br -0.080 -3.115 2.638
C 0.495 1.490 -0.209
C -0.636 2.023 -1.115
C -2.032 2.040 -0.488
N -2.405 0.797 0.218
B 0.307 2.271 1.168
C 0.243 1.696 2.632
O 0.220 3.665 1.036
H 6.121 1.315 1.486
H 5.872 0.495 3.064
H 5.162 -0.175 1.618
H 4.321 2.623 2.300
H 3.679 1.290 3.225
H 3.944 2.316 -0.282
H 2.879 3.182 0.772
H 3.415 3.650 -2.018
H 1.287 4.218 -1.615
H 2.419 2.751 -4.119
H 0.088 -0.268 -1.246
H -0.660 -0.648 1.415
H 1.261 -2.802 0.567
H 2.595 -2.295 2.623
H 1.882 -0.719 2.768
H 2.897 -1.182 1.342
H -0.458 3.041 -1.440
H -0.700 1.451 -2.039
H -2.720 2.158 -1.324
H -2.214 2.918 0.125
H -3.223 0.397 -0.224
H -2.743 1.060 1.139
H 0.131 2.522 3.330
H -0.583 1.019 2.836
H 1.215 1.253 2.852
H 1.106 4.053 0.989
C -2.792 -5.368 2.221
C -2.066 -5.773 3.331
C -2.455 -6.899 4.045
C -3.574 -7.618 3.651
C -4.307 -7.208 2.545
C -3.915 -6.085 1.829
H -2.484 -4.494 1.661
H -1.192 -5.212 3.644
H -1.884 -7.216 4.911
H -3.877 -8.497 4.205
H -5.183 -7.766 2.239
H -4.485 -5.767 0.965
C 0.412 8.532 -1.727
C -0.258 7.380 -1.337
C 0.014 6.802 -0.104
C 0.958 7.374 0.737
C 1.635 8.522 0.344
C 1.361 9.101 -0.887
H 0.197 8.986 -2.686
H -0.992 6.933 -1.995
H -0.511 5.905 0.201
H 1.168 6.925 1.701
H 2.375 8.965 0.998
H 1.887 9.996 -1.194
C -1.882 -1.575 6.604
C -2.539 -1.505 7.825
C -3.258 -2.597 8.290
C -3.322 -3.758 7.531
C -2.671 -3.825 6.306
C -1.948 -2.734 5.843
H -1.315 -0.724 6.245
H -2.491 -0.598 8.415
H -3.768 -2.544 9.243
H -3.881 -4.612 7.894
H -2.727 -4.728 5.714
H -1.432 -2.775 4.888
C -0.703 -0.475 -6.737
C -1.302 -1.678 -6.388
C -0.939 -2.319 -5.212
C 0.029 -1.760 -4.387
C 0.634 -0.561 -4.740
C 0.266 0.082 -5.914
H -0.992 0.028 -7.651
H -2.055 -2.116 -7.033
H -1.409 -3.255 -4.936
H 0.310 -2.259 -3.467
H 1.390 -0.123 -4.103
H 0.735 1.019 -6.185
C 0.678 -5.403 6.946
C 1.129 -6.152 5.867
C 1.921 -7.272 6.080
C 2.265 -7.642 7.373
C 1.821 -6.889 8.451
C 1.027 -5.771 8.238
H 0.055 -4.533 6.780
H 0.862 -5.862 4.857
H 2.269 -7.857 5.238
H 2.881 -8.517 7.540
H 2.094 -7.175 9.460
H 0.678 -5.185 9.079
C -3.782 -4.993 -7.244
C -4.665 -3.927 -7.145
C -5.887 -3.972 -7.803
C -6.223 -5.084 -8.563
C -5.337 -6.147 -8.669
C -4.117 -6.102 -8.009
H -2.831 -4.959 -6.726
H -4.401 -3.058 -6.554
H -6.576 -3.142 -7.723
H -7.177 -5.121 -9.075
H -5.597 -7.011 -9.266
H -3.426 -6.932 -8.089
C 3.296 10.167 -6.316
C 2.625 9.016 -5.926
C 2.896 8.440 -4.693
C 3.840 9.012 -3.851
C 4.517 10.158 -4.246
C 4.244 10.737 -5.477
H 3.080 10.621 -7.276
H 1.890 8.569 -6.583
H 2.370 7.543 -4.387
H 4.049 8.563 -2.888
H 5.258 10.601 -3.592
H 4.770 11.632 -5.784
*
```



Record 2
C21H21N5O4S in the gas phase in a non-equilibrium geometry, computed with the ωB97M-V functional and the def2-TZVPD basis.

Results
Electronic energy ... -1785.7871 Ha
HOMO-LUMO gap ... 9.10 eV
Highest occupied orbital energy ... -8.809 eV
LUMO level ... 0.0106 hartree

```
! RIJCOSX wB97M-V def2-TZVPD def2/J DEFGRID3
* xyz 0 1
C 4.877 -4.068 -0.241
O 3.856 -3.258 0.289
C 2.580 -3.463 -0.125
C 2.192 -4.388 -1.088
C 0.854 -4.494 -1.431
C -0.103 -3.697 -0.837
C 0.284 -2.767 0.125
N -0.684 -1.931 0.736
C -1.776 -1.434 -0.075
C -2.086 0.023 0.229
O -2.369 0.849 -0.618
N -2.060 0.285 1.546
N -2.332 1.584 1.983
C -1.313 2.345 2.530
O -0.394 1.864 3.149
C -1.635 3.831 2.568
S -2.284 4.468 0.991
C -1.202 3.603 -0.087
N -0.342 2.794 0.497
C 0.479 2.055 -0.236
C 1.429 1.170 0.500
C 0.448 2.114 -1.626
C -0.442 2.959 -2.270
C -0.532 3.028 -3.758
C -1.293 3.743 -1.477
C -2.225 4.630 -2.050
N -2.974 5.361 -2.519
C -1.777 -0.733 2.528
C -0.668 -1.684 2.073
O 0.109 -2.175 2.855
C 1.617 -2.651 0.476
H 4.981 -3.931 -1.322
H 5.793 -3.745 0.251
H 4.704 -5.127 -0.022
H 2.912 -5.029 -1.571
H 0.556 -5.219 -2.174
H -1.141 -3.813 -1.106
H -2.694 -2.018 0.093
H -1.509 -1.506 -1.130
H -2.953 2.060 1.332
H -2.410 4.028 3.310
H -0.729 4.375 2.832
H 2.427 1.606 0.472
H 1.477 0.188 0.035
H 1.126 1.081 1.540
H 1.114 1.488 -2.200
H 0.329 2.553 -4.222
H -1.435 2.514 -4.088
H -0.602 4.061 -4.093
H -2.678 -1.323 2.747
H -1.440 -0.250 3.447
H 1.936 -1.954 1.233
*
```



Record 3
10 unconnected molecules or ions with the total composition C47H121N7O15 in a non-equilibrium geometry, computed with the ωB97M-V functional and the def2-TZVPD basis.

Results
Electronic energy ... -3374.6245 Ha
HOMO-LUMO gap ... 8.56 eV
Highest occupied orbital energy ... -8.143 eV
LUMO level ... 0.0152 hartree

```
! RIJCOSX wB97M-V def2-TZVPD def2/J DEFGRID3
* xyz 0 1
C 3.625 -7.560 -1.656
O 2.993 -8.838 -1.937
C 4.011 -9.881 -1.823
C 3.293 -11.199 -1.700
C 2.449 -11.334 -0.464
N 4.207 -12.310 -1.683
H 4.694 -7.483 -1.855
H 3.525 -7.200 -0.632
H 3.220 -6.891 -2.415
H 4.563 -9.790 -2.759
H 4.839 -9.643 -1.155
H 2.668 -11.329 -2.583
H 2.985 -10.753 0.287
H 2.373 -12.349 -0.075
H 1.443 -10.920 -0.531
H 4.670 -12.324 -2.580
H 3.638 -13.126 -1.859
C -4.410 -5.485 3.029
O -5.191 -4.834 3.994
C -6.322 -4.302 3.369
C -7.325 -3.650 4.247
C -7.980 -4.650 5.226
N -8.558 -3.197 3.516
H -4.055 -4.848 2.219
H -4.899 -6.361 2.603
H -3.460 -5.792 3.466
H -5.955 -3.460 2.782
H -6.796 -4.943 2.625
H -6.852 -2.791 4.723
H -7.261 -4.872 6.014
H -8.197 -5.554 4.657
H -8.893 -4.358 5.746
H -9.268 -2.759 4.084
H -9.086 -4.008 3.224
C -4.280 8.932 2.361
O -4.154 8.326 3.608
C -3.740 6.954 3.467
C -4.103 6.146 4.638
N -5.524 5.815 4.947
C -5.725 5.179 6.254
C -5.286 6.039 7.452
O -6.133 7.095 7.823
C -5.840 7.657 9.114
H -5.238 8.661 1.919
H -3.509 8.554 1.690
H -4.142 10.011 2.438
H -2.676 7.004 3.238
H -4.239 6.517 2.602
H -3.732 6.817 5.413
H -3.506 5.235 4.609
H -5.986 6.702 5.088
H -5.254 4.216 6.451
H -6.788 4.940 6.256
H -4.367 6.557 7.178
H -5.173 5.485 8.383
H -4.800 7.960 9.240
H -6.175 6.957 9.879
H -6.517 8.497 9.270
C 1.536 -2.458 9.598
O 0.899 -1.128 9.419
C -0.351 -1.100 8.668
C -1.376 -1.695 9.609
N -1.440 -0.819 10.711
C -2.307 -1.347 11.780
C -1.701 -2.550 12.608
O -0.217 -2.213 12.747
C 0.532 -3.174 13.464
H 0.941 -3.078 10.268
H 2.513 -2.320 10.061
H 1.590 -2.937 8.620
H -0.282 -1.575 7.689
H -0.462 -0.048 8.406
H -1.132 -2.725 9.870
H -2.332 -1.566 9.102
H -0.495 -0.836 11.065
H -3.235 -1.570 11.252
H -2.503 -0.537 12.483
H -1.906 -3.489 12.095
H -2.261 -2.591 13.541
H 1.288 -3.546 12.772
H -0.028 -4.061 13.761
H 1.022 -2.737 14.334
C -0.128 -7.703 -6.244
O 0.097 -7.011 -7.459
C 1.208 -6.153 -7.571
C 1.049 -5.323 -8.919
N 1.875 -4.092 -8.847
C 3.314 -4.314 -8.859
C 4.061 -5.070 -10.071
O 5.367 -4.961 -9.816
C 6.151 -4.938 -11.028
H 0.669 -8.420 -6.044
H -1.123 -8.125 -6.383
H -0.261 -7.013 -5.411
H 2.106 -6.770 -7.616
H 1.267 -5.303 -6.892
H -0.004 -5.082 -9.068
H 1.379 -5.924 -9.766
H 1.649 -3.390 -8.156
H 3.434 -4.832 -7.908
H 3.739 -3.337 -8.628
H 3.824 -4.720 -11.075
H 4.007 -6.153 -9.953
H 5.871 -5.707 -11.748
H 7.190 -5.108 -10.746
H 6.026 -4.025 -11.609
C 4.782 7.504 4.313
O 5.027 6.127 3.744
C 4.921 4.959 4.617
C 5.827 3.790 4.076
N 7.193 4.344 3.733
C 8.183 4.064 4.771
C 9.479 4.487 4.085
O 10.534 4.696 4.988
C 10.677 3.561 5.887
H 3.702 7.546 4.168
H 5.187 8.294 3.680
H 5.123 7.568 5.346
H 3.925 4.516 4.603
H 5.087 5.180 5.672
H 5.327 3.479 3.159
H 5.846 2.915 4.725
H 7.117 5.349 3.672
H 8.313 3.000 4.966
H 7.954 4.655 5.657
H 9.426 5.400 3.492
H 9.673 3.673 3.387
H 10.472 2.577 5.467
H 10.093 3.757 6.787
H 11.693 3.567 6.282
C -7.531 -1.444 -6.876
O -7.472 -0.168 -6.202
C -6.720 -0.116 -4.973
C -6.541 1.365 -4.652
N -5.971 2.032 -5.814
C -6.251 3.462 -5.900
C -7.734 3.616 -6.435
O -7.916 2.985 -7.713
C -9.283 2.623 -7.973
H -6.501 -1.740 -7.077
H -8.129 -1.192 -7.751
H -8.097 -2.186 -6.313
H -5.765 -0.636 -5.042
H -7.234 -0.699 -4.208
H -5.918 1.491 -3.767
H -7.552 1.711 -4.438
H -6.579 1.546 -6.457
H -5.713 3.874 -6.753
H -5.982 4.054 -5.025
H -8.149 4.624 -6.420
H -8.378 3.100 -5.723
H -9.320 1.940 -8.822
H -9.795 3.568 -8.154
H -9.794 2.060 -7.192
C 0.279 2.765 -2.535
C 0.485 1.256 -2.893
C -0.096 0.210 -1.907
O -0.084 0.904 -4.186
H 0.785 2.883 -1.577
H -0.733 3.085 -2.286
H 0.604 3.422 -3.342
H 1.556 1.122 -3.046
H 0.104 -0.696 -2.480
H -1.169 0.020 -1.954
H 0.270 0.209 -0.881
H -0.971 1.272 -4.181
C 2.507 5.525 -9.111
C 2.228 6.896 -9.804
C 3.529 7.356 -10.498
O 1.166 6.692 -10.796
H 2.874 5.739 -8.107
H 3.164 4.823 -9.625
H 1.630 4.942 -8.830
H 1.829 7.625 -9.099
H 3.753 6.621 -11.271
H 4.403 7.318 -9.848
H 3.409 8.346 -10.939
H 0.363 6.410 -10.352
C 7.759 2.532 -4.350
C 7.533 1.971 -2.997
C 7.496 0.475 -3.004
O 8.567 2.470 -2.198
H 7.513 3.587 -4.225
H 7.072 2.053 -5.048
H 8.756 2.435 -4.779
H 6.546 2.405 -2.838
H 6.815 0.032 -3.730
H 7.176 0.090 -2.036
H 8.510 0.083 -3.084
H 8.276 2.347 -1.291
*
```